# 1
C35H63BFN3OP2RuSi as an isolated structure, computed with ωB97M-V/def2-TZVPD.

Values from the calculation:
**Kohn-Sham gap (alpha / beta)**: 0.2250 / 0.2321 hartree
**Spin multiplicity**: 2
**Total charge**: +1
**E_HOMO (alpha / beta)**: -10.1 / -10.1 eV
**LUMO level (alpha / beta)**: -0.147 / -0.138 Eh

Cartesian coordinates (Å):
Ru -1.155 -0.047 -0.414
C -2.245 -1.092 -4.705
C -0.809 -0.914 -4.208
C -0.299 -2.223 -3.580
C 0.076 -0.573 -5.417
P -0.714 0.343 -2.813
C 1.099 0.634 -2.778
N 1.598 -0.056 -1.630
B 0.918 -0.337 -0.390
N 1.948 -0.805 0.511
C 2.065 -0.980 1.963
P 1.946 0.585 3.001
C 3.266 1.720 2.286
C 2.663 2.260 0.970
C 4.649 1.147 1.977
C 3.417 2.892 3.264
C 2.484 -0.105 4.677
C 1.689 -1.398 4.906
C 3.970 -0.410 4.862
C 2.028 0.901 5.743
C 3.124 -0.977 -0.255
C 4.349 -1.541 0.078
C 5.356 -1.552 -0.879
C 5.159 -1.004 -2.142
C 3.935 -0.446 -2.486
C 2.926 -0.464 -1.536
C -1.438 2.005 -3.252
C -0.997 2.557 -4.607
C -2.968 1.912 -3.194
C -0.982 2.967 -2.147
H -2.290 -1.988 -5.329
H -2.560 -0.247 -5.320
H -2.954 -1.213 -3.897
H -0.321 -3.009 -4.339
H -0.914 -2.541 -2.740
H 0.731 -2.126 -3.228
H -0.290 -1.148 -6.270
H 1.114 -0.868 -5.263
H 0.056 0.475 -5.701
H 1.323 1.703 -2.757
H 1.550 0.235 -3.684
H 3.033 -1.433 2.160
H 1.309 -1.671 2.319
H 2.913 1.614 0.125
H 3.071 3.253 0.761
H 1.574 2.348 1.021
H 4.598 0.300 1.301
H 5.187 0.845 2.872
H 5.252 1.914 1.480
H 2.453 3.353 3.495
H 4.054 3.656 2.810
H 3.883 2.591 4.201
H 2.077 -2.234 4.322
H 0.630 -1.269 4.669
H 1.759 -1.677 5.961
H 4.349 -1.091 4.097
H 4.124 -0.892 5.833
H 4.578 0.493 4.852
H 0.969 1.141 5.629
H 2.589 1.834 5.703
H 2.172 0.470 6.738
H 4.540 -1.960 1.055
H 6.311 -1.996 -0.633
H 5.962 -1.019 -2.867
H 3.782 -0.022 -3.470
H -1.438 2.002 -5.435
H 0.088 2.559 -4.727
H -1.338 3.592 -4.691
H -3.377 1.254 -3.959
H -3.391 2.908 -3.351
H -3.309 1.554 -2.220
H 0.064 3.261 -2.245
H -1.113 2.544 -1.149
H -1.589 3.874 -2.190
C -1.064 -2.921 2.046
Si -2.769 -2.512 1.417
C -3.470 -3.883 0.388
C -3.941 -2.108 2.797
N -2.584 -1.014 0.460
C -3.653 -0.590 -0.350
C -4.587 0.384 0.035
C -5.673 0.707 -0.755
C -5.886 0.023 -1.947
C -5.004 -0.967 -2.354
C -3.900 -1.236 -1.569
F -3.070 -2.216 -1.959
H -0.929 -4.005 2.064
H -0.894 -2.556 3.060
H -0.290 -2.509 1.396
H -3.667 -4.757 1.013
H -2.788 -4.182 -0.410
H -4.418 -3.589 -0.071
H -4.067 -2.972 3.455
H -4.929 -1.845 2.410
H -3.585 -1.274 3.408
H -4.451 0.856 1.001
H -6.367 1.471 -0.433
H -6.756 0.242 -2.552
H -5.175 -1.541 -3.254
C -1.903 2.666 1.422
C -1.348 1.630 2.375
O -0.861 0.426 1.720
H -2.496 3.401 1.968
H -2.549 2.213 0.667
H -1.098 3.197 0.913
H -2.087 1.330 3.119
H -0.479 2.023 2.897
H -1.532 -0.254 1.876


# 2
C7H10NS3 as an isolated structure, computed with ωB97M-V/def2-TZVPD.

Values from the calculation:
**Kohn-Sham gap**: 0.2170 hartree
**Total charge**: -1
**E_HOMO**: -2.7 eV
**ΔE to the lowest compared entry with this formula, charge and spin**: 282.2 kJ/mol
**LUMO level**: 0.118 Eh

Cartesian coordinates (Å):
C 0.481 0.802 -0.344
C 1.953 -0.104 -1.413
C -0.100 0.814 -2.731
C -1.266 0.740 1.326
C 1.017 -0.357 1.880
C -0.613 -1.385 0.195
C -0.072 -0.087 0.753
N -0.412 0.959 -1.421
S 3.342 -0.510 -0.729
S -1.137 1.152 -3.939
S 1.514 0.128 -3.054
H -2.171 0.802 0.599
H -1.770 0.205 2.175
H -0.981 1.743 1.372
H 0.531 -0.555 2.818
H 1.720 0.540 2.076
H 1.541 -1.287 1.460
H -1.263 -1.813 0.916
H 0.220 -1.911 -0.216
H -1.345 -1.290 -0.580
H -1.187 1.414 -1.143


Number 1: largest force on an atom 1.20 eV/A. Number 2: largest force on an atom 5.30 eV/A.